# 1
Here is a cluster of 10 separate species, C72H150N8O8 in total from the Open Molecules 2025 dataset. Energies are from ωB97M-V/def2-TZVPD.

Each line ends with the Löwdin charge.
Atoms and positions in Å:
C: -1.3292 3.4894 -2.9817  -0.100
C: -1.4412 4.6735 -3.9987  -0.181
C: 0.0219 5.1211 -4.4183  -0.096
N: 0.0491 6.5674 -4.9444  -0.234
C: -0.9027 6.7602 -6.0926  0.035
C: -0.1066 7.7263 -3.9005  -0.070
C: 0.5814 8.9275 -4.5411  -0.167
C: 1.7497 8.3919 -5.3039  -0.130
C: 1.5063 6.8372 -5.4211  -0.060
H: -0.5862 2.7934 -3.3710  0.044
H: -2.1124 2.7478 -2.8249  0.060
H: -1.0652 3.8518 -1.9881  0.070
H: -2.0930 5.4483 -3.5951  0.101
H: -2.0184 4.4018 -4.8825  0.107
H: 0.3787 4.5110 -5.2481  0.128
H: 0.7923 5.0264 -3.6532  0.102
H: -0.8576 5.9003 -6.7609  0.121
H: -0.6833 7.6903 -6.6168  0.119
H: -1.8933 6.7961 -5.6393  0.104
H: -1.1299 8.0354 -3.6873  0.134
H: 0.4313 7.4288 -3.0004  0.114
H: -0.1501 9.3592 -5.2242  0.119
H: 0.9157 9.6900 -3.8376  0.134
H: 1.9817 8.7393 -6.3106  0.129
H: 2.6176 8.6729 -4.7073  0.103
H: 1.7276 6.3916 -6.3910  0.146
H: 2.0970 6.2729 -4.6995  0.082
C: 2.5891 3.3986 2.1752  -0.097
C: 3.7612 3.9168 1.3400  -0.212
C: 3.2420 4.2527 -0.0636  -0.133
N: 4.2777 5.1273 -0.8266  -0.198
C: 5.5242 4.2209 -1.1610  0.064
C: 4.5672 6.4569 -0.1139  -0.075
C: 4.4369 7.5011 -1.2212  -0.110
C: 3.2852 6.9625 -2.0770  -0.193
C: 3.5534 5.5479 -2.1792  -0.113
H: 2.1577 2.4464 1.8665  0.045
H: 1.7298 4.0691 2.1631  0.080
H: 2.9290 3.2467 3.1996  0.089
H: 4.3895 3.0406 1.1797  0.102
H: 4.1700 4.7761 1.8716  0.124
H: 2.4151 4.9552 0.0401  0.125
H: 2.9745 3.3778 -0.6562  0.123
H: 6.0877 4.1122 -0.2343  0.098
H: 6.0351 4.8321 -1.9050  0.116
H: 5.1050 3.2914 -1.5463  0.075
H: 5.5414 6.4613 0.3751  0.145
H: 3.7185 6.4617 0.5702  0.124
H: 5.3938 7.4792 -1.7428  0.136
H: 4.0968 8.4654 -0.8438  0.137
H: 3.3117 7.4647 -3.0440  0.117
H: 2.3839 7.1602 -1.4967  0.121
H: 4.1713 5.4209 -3.0681  0.138
H: 2.5854 5.0549 -2.2684  0.112
C: -6.1333 1.7216 2.5295  -0.101
C: -7.1453 2.8251 2.4355  -0.257
C: -6.7419 4.1378 1.8199  -0.097
N: -7.7190 5.3602 2.0081  -0.223
C: -7.9092 5.6325 3.5285  0.051
C: -9.1112 5.2179 1.3035  -0.088
C: -9.4493 6.5101 0.6470  -0.147
C: -8.3689 7.4824 1.0798  -0.137
C: -7.1429 6.5904 1.3200  -0.101
H: -6.0223 1.3526 1.5099  0.071
H: -6.4822 0.9197 3.1801  0.094
H: -5.1304 2.0375 2.8171  0.063
H: -7.5323 2.9352 3.4485  0.112
H: -7.9734 2.3514 1.9083  0.122
H: -6.4131 4.1146 0.7809  0.134
H: -5.9459 4.4986 2.4713  0.124
H: -8.6045 6.4695 3.5924  0.110
H: -6.9531 5.8828 3.9882  0.112
H: -8.3956 4.8092 4.0517  0.103
H: -9.7525 4.8134 2.0865  0.137
H: -9.0130 4.4449 0.5414  0.129
H: -10.4595 6.8754 0.8315  0.143
H: -9.3240 6.1891 -0.3871  0.125
H: -8.7280 7.9910 1.9745  0.122
H: -8.1547 8.2061 0.2934  0.132
H: -6.3849 7.0093 1.9819  0.136
H: -6.7372 6.3550 0.3361  0.135
C: -6.4756 -5.7545 -4.8357  -0.060
C: -6.6146 -4.2955 -4.2689  -0.195
C: -5.2814 -3.7057 -3.6207  -0.080
N: -5.3312 -2.1806 -3.4206  -0.206
C: -6.4868 -1.9118 -2.4201  0.057
C: -3.9849 -1.5613 -2.9217  -0.092
C: -3.1559 -1.3872 -4.1929  -0.200
C: -4.0472 -1.2248 -5.3481  -0.159
C: -5.4624 -1.4691 -4.8016  -0.060
H: -6.7536 -6.4911 -4.0818  0.082
H: -5.5063 -6.0293 -5.2516  0.073
H: -7.2079 -5.7939 -5.6421  0.081
H: -7.3922 -4.3584 -3.5078  0.102
H: -7.1687 -3.5938 -4.8924  0.092
H: -4.4654 -3.9191 -4.3112  0.127
H: -5.1555 -4.2349 -2.6761  0.118
H: -7.3956 -1.7148 -2.9887  0.112
H: -6.1559 -0.9891 -1.9434  0.086
H: -6.5417 -2.7193 -1.6900  0.108
H: -4.0622 -0.5802 -2.4532  0.120
H: -3.5235 -2.2256 -2.1910  0.100
H: -2.2986 -0.7158 -4.1447  0.117
H: -2.6699 -2.3424 -4.3920  0.114
H: -3.9183 -0.2363 -5.7889  0.127
H: -3.7325 -1.9377 -6.1102  0.128
H: -5.8448 -0.4950 -4.4968  0.130
H: -6.1701 -1.8482 -5.5388  0.135
C: 3.9002 -6.1561 -1.8884  -0.015
C: 2.8286 -5.8945 -0.8117  -0.384
C: 1.7281 -4.8660 -1.2735  -0.081
C: 0.5274 -4.9557 -0.3205  -0.194
C: -0.0675 -6.3509 -0.3380  -0.125
C: 0.8953 -7.4114 0.1956  -0.417
N: 2.1992 -7.2952 -0.5365  0.133
O: 3.1525 -8.3326 -0.4523  0.185
C: 0.3089 -8.8473 -0.1735  0.017
C: 1.1707 -7.4074 1.7224  0.004
C: 3.5405 -5.4602 0.5322  0.013
H: 3.3625 -6.7357 -2.6388  0.100
H: 4.8387 -6.6545 -1.6459  0.105
H: 4.0391 -5.2304 -2.4469  0.089
H: 1.4067 -5.2463 -2.2431  0.135
H: 2.1571 -3.8650 -1.3187  0.106
H: -0.3156 -4.3572 -0.6659  0.088
H: 0.5999 -4.8172 0.7582  0.101
H: -0.3377 -6.4589 -1.3885  0.141
H: -0.9781 -6.4119 0.2580  0.147
H: 0.9658 -9.6472 0.1681  0.091
H: 0.3408 -8.9399 -1.2591  0.100
H: -0.6293 -9.0786 0.3308  0.111
H: 1.1105 -6.4377 2.2167  0.072
H: 2.0004 -7.9507 2.1746  0.110
H: 0.3101 -7.8695 2.2060  0.102
H: 4.3066 -4.6964 0.3990  0.081
H: 3.9752 -6.2848 1.0971  0.098
H: 2.8438 -5.0885 1.2835  0.066
C: 5.4707 -0.6089 -3.1917  -0.005
C: 5.8848 -0.8516 -1.6867  -0.375
C: 5.9141 -2.3731 -1.4723  -0.141
C: 6.8826 -2.8199 -0.3456  -0.150
C: 8.3090 -2.2259 -0.6464  -0.071
C: 8.3535 -0.6473 -0.7577  -0.434
N: 7.2595 -0.2206 -1.7137  0.130
O: 7.2664 1.1759 -2.0132  0.150
C: 9.7217 -0.1267 -1.2574  0.022
C: 8.0119 -0.0064 0.5893  -0.007
C: 5.0087 -0.0076 -0.6287  0.032
H: 6.1690 -1.0485 -3.9040  0.106
H: 5.2505 0.4337 -3.4207  0.068
H: 4.5711 -1.1290 -3.5206  0.091
H: 6.1105 -2.9401 -2.3822  0.128
H: 4.8795 -2.6496 -1.2693  0.105
H: 7.0073 -3.9027 -0.3609  0.116
H: 6.3496 -2.5743 0.5730  0.101
H: 8.7047 -2.6787 -1.5555  0.136
H: 8.9080 -2.5011 0.2217  0.136
H: 10.5151 -0.7476 -0.8414  0.113
H: 9.8144 0.9319 -1.0148  0.103
H: 9.6733 -0.4313 -2.3029  0.104
H: 8.8605 0.2020 1.2409  0.119
H: 7.2553 -0.4327 1.2480  0.083
H: 7.6383 1.0025 0.4139  0.085
H: 5.1693 1.0691 -0.5740  0.067
H: 5.2161 -0.4449 0.3480  0.072
H: 3.9495 -0.1474 -0.8446  0.064
C: -1.5630 -5.5876 7.8412  0.005
C: -0.0980 -5.6947 7.3418  -0.392
C: 0.1788 -4.6407 6.1738  -0.124
C: 0.4749 -3.2132 6.5605  -0.209
C: 1.6430 -3.2211 7.5236  -0.128
C: 1.3574 -4.0160 8.8657  -0.381
N: 0.8219 -5.4237 8.5396  0.139
O: 1.3882 -6.5149 9.1634  0.196
C: 0.3024 -3.2277 9.6687  0.008
C: 2.7515 -4.0555 9.5704  -0.002
C: 0.1779 -7.0810 6.7404  -0.019
H: -2.2740 -6.1153 7.2055  0.105
H: -2.0047 -4.5957 7.7449  0.083
H: -1.7283 -5.8821 8.8776  0.108
H: -0.6440 -4.7647 5.4697  0.130
H: 1.0898 -4.8733 5.6223  0.112
H: -0.3733 -2.7550 7.0692  0.109
H: 0.6661 -2.6282 5.6609  0.110
H: 1.9133 -2.1848 7.7266  0.137
H: 2.4188 -3.6213 6.8708  0.124
H: -0.7199 -3.2429 9.2909  0.079
H: 0.6602 -2.1983 9.6889  0.109
H: 0.1111 -3.5072 10.7047  0.111
H: 2.6703 -4.7403 10.4145  0.094
H: 3.0360 -3.0935 9.9967  0.109
H: 3.5634 -4.3842 8.9216  0.098
H: 1.2004 -7.0828 6.3631  0.087
H: -0.4525 -7.3755 5.9014  0.108
H: 0.3297 -7.8320 7.5157  0.096
C: 0.5841 0.5187 -1.5394  -0.024
C: 0.0244 -0.4597 -0.5483  -0.466
C: 1.1774 -1.0147 0.2338  -0.123
C: 0.8598 -1.4997 1.6859  -0.134
C: 0.1569 -0.3837 2.5463  -0.103
C: -1.1682 -0.0044 1.8653  -0.400
N: -0.9704 0.2443 0.3447  0.136
O: -1.9498 0.9703 -0.3626  0.107
C: -1.6714 1.3097 2.4525  -0.024
C: -2.2951 -1.1334 2.0314  0.028
C: -0.7519 -1.6190 -1.1499  0.015
H: 1.5040 0.1151 -1.9625  0.085
H: 0.9251 1.4578 -1.1036  0.094
H: -0.0110 0.7840 -2.4132  0.084
H: 1.9865 -0.2886 0.3123  0.106
H: 1.5675 -1.9347 -0.2017  0.114
H: 1.7990 -1.8173 2.1389  0.114
H: 0.2537 -2.4030 1.7546  0.099
H: 0.8799 0.4306 2.5936  0.107
H: -0.0207 -0.6284 3.5935  0.126
H: -0.9981 2.1257 2.1899  0.090
H: -1.7754 1.2093 3.5329  0.112
H: -2.6257 1.6693 2.0675  0.075
H: -2.3838 -1.3910 3.0868  0.107
H: -2.0662 -2.0143 1.4316  0.069
H: -3.2516 -0.6645 1.8001  0.086
H: -1.7877 -1.4738 -1.4568  0.072
H: -0.8021 -2.4778 -0.4806  0.063
H: -0.2716 -1.9222 -2.0802  0.121
C: -4.7472 -3.2717 1.2293  -0.037
C: -4.3105 -4.2841 0.1729  -0.751
O: -3.1451 -4.2484 -0.3477  -0.109
O: -5.2420 -5.0815 -0.0305  0.005
H: -5.5596 -3.6298 1.8617  0.084
H: -5.0396 -2.3086 0.8109  0.058
H: -3.9652 -3.0630 1.9595  0.036
C: 2.7120 1.8181 -4.1520  -0.036
C: 3.5246 3.0051 -4.5959  -0.803
O: 2.9905 3.9158 -5.2705  -0.054
O: 4.7148 3.0086 -4.2608  -0.047
H: 3.0872 0.9282 -4.6574  0.080
H: 1.6675 2.0560 -4.3530  0.055
H: 2.8075 1.6826 -3.0746  0.036

Values from the calculation:
Charge: +6
LUMO energy in eV: -14.6115
2S+1: 1
F_max in eV/Å: 9.55
Molar mass in Da: 1256.0
HOMO in eV: -17.1

***

# 2
Here is the molecule C17H17BrN2O3 from the Open Molecules 2025 dataset. Energies are from ωB97M-V/def2-TZVPD.

Each line ends with the Löwdin charge.
Atoms and positions in Å:
N: 0.3716 0.5503 -1.6235  0.173
C: 0.9378 0.6864 -0.3965  -0.352
N: 0.4025 1.0225 0.7148  0.126
O: -0.9523 1.3546 0.8734  0.024
C: -1.6639 2.1239 0.0643  -0.494
O: -1.2994 2.5794 -0.9960  0.085
C: -3.0437 2.3313 0.6498  -0.088
C: -4.0449 1.4590 -0.1121  -0.152
C: -5.4668 1.6533 0.4242  -0.202
O: -6.4130 0.8804 -0.2762  -0.043
C: -6.5154 -0.4590 -0.0314  -0.267
C: -5.8154 -1.1626 0.9420  -0.031
C: -6.0302 -2.5228 1.0972  -0.087
C: -6.9318 -3.1953 0.2948  -0.105
C: -7.6319 -2.4947 -0.6754  -0.088
C: -7.4275 -1.1409 -0.8387  -0.012
H: -7.9647 -0.5791 -1.5864  0.116
H: -8.3409 -3.0075 -1.3082  0.103
H: -7.0895 -4.2553 0.4226  0.098
H: -5.4794 -3.0569 1.8578  0.104
H: -5.1055 -0.6723 1.5897  0.104
H: -5.7825 2.6885 0.2646  0.134
H: -5.5057 1.4441 1.5007  0.125
H: -4.0305 1.7225 -1.1714  0.130
H: -3.7618 0.4079 -0.0229  0.119
H: -3.0287 2.0651 1.7062  0.126
H: -3.3108 3.3828 0.5368  0.132
C: 2.3650 0.3111 -0.2655  -0.158
C: 3.1674 0.9572 0.6715  -0.015
C: 4.5021 0.6269 0.8011  -0.113
C: 5.0346 -0.3632 -0.0089  -0.680
C: 4.2513 -1.0287 -0.9363  -0.122
C: 2.9174 -0.6871 -1.0631  -0.030
H: 2.3036 -1.2262 -1.7694  0.114
H: 4.6782 -1.8068 -1.5502  0.102
Br: 6.8738 -0.8222 0.1581  0.729
H: 5.1256 1.1310 1.5231  0.103
H: 2.7284 1.7188 1.2946  0.114
H: 1.0015 0.4572 -2.4044  0.101
H: -0.4540 1.1092 -1.8110  0.077

Values from the calculation:
Energy relative to the best compared isomer or geometry (same formula, charge and spin) in kcal/mol: 1.16
LUMO energy in eV: 0.5734
2S+1: 1
F_max in eV/Å: 1.32
Molar mass in Da: 377.2
HOMO in eV: -8.6

***

> What is the molar mass in the first record?

1256.0 Da

***

> Which of these has the highest LUMO energy?

C17H17BrN2O3

***

> Which of these has the highest F_max?

C72H150N8O8